(1)
# C26H58Cl14O6

10 unconnected molecules or ions with the total composition C26H58Cl14O6 in a non-equilibrium geometry (the ωB97M-V functional and the def2-TZVPD basis, the OMol25 dataset).

Calculated values
Highest occupied orbital energy: -9.759 eV
HOMO-LUMO gap: 9.95 eV
SMILES: COCCOC.COCCOC.COCCOC.ClCCCl.ClCCCl.ClCCCl.ClCCCl.ClCCCl.ClCCCl.ClCCCl
Energy relative to the best compared isomer or geometry (same formula, charge and spin): 73.7 kcal per mole

Structure (ORCA input):
```
! wB97M-V def2-TZVPD RIJCOSX def2/J DEFGRID3
* xyz 0 1
C 6.164 -1.855 -5.769
O 4.906 -1.815 -6.282
C 3.982 -2.700 -5.561
C 2.528 -2.610 -6.188
O 1.740 -1.385 -5.951
C 2.252 -0.331 -6.743
H 6.057 -1.271 -4.854
H 6.940 -1.228 -6.208
H 6.507 -2.883 -5.659
H 3.940 -2.396 -4.515
H 4.260 -3.753 -5.609
H 1.858 -3.418 -5.894
H 2.552 -2.816 -7.259
H 3.236 0.093 -6.545
H 1.547 0.495 -6.832
H 2.171 -0.586 -7.800
C 6.002 4.856 -1.147
O 6.404 5.832 -0.273
C 6.982 6.941 -0.844
C 7.633 7.655 0.312
O 8.238 6.825 1.323
C 8.988 7.633 2.142
H 6.601 3.984 -0.883
H 6.272 5.085 -2.178
H 4.934 4.648 -1.076
H 6.264 7.575 -1.363
H 7.798 6.724 -1.533
H 6.847 8.289 0.723
H 8.273 8.431 -0.110
H 8.576 8.594 2.451
H 9.966 7.844 1.710
H 9.175 7.090 3.068
C -2.726 -2.161 7.440
O -3.056 -0.810 7.317
C -3.638 -0.355 8.513
C -3.596 1.183 8.494
O -4.321 1.790 7.392
C -4.857 3.077 7.661
H -3.524 -2.816 7.790
H -1.901 -2.277 8.143
H -2.390 -2.507 6.462
H -3.174 -0.727 9.426
H -4.662 -0.729 8.531
H -2.566 1.540 8.475
H -4.123 1.537 9.380
H -5.490 3.352 6.817
H -4.140 3.860 7.908
H -5.479 3.112 8.555
Cl 8.849 -6.273 2.680
C 9.283 -4.885 1.577
C 10.679 -4.382 1.770
Cl 11.995 -5.613 1.864
H 8.533 -4.102 1.691
H 9.208 -5.166 0.527
H 10.680 -3.892 2.744
H 11.053 -3.694 1.013
Cl -0.789 7.108 -2.054
C -0.819 8.111 -0.537
C -0.655 7.308 0.716
Cl -1.827 6.005 0.814
H -1.831 8.506 -0.453
H -0.203 9.000 -0.671
H -0.812 7.943 1.588
H 0.370 6.949 0.806
Cl -8.749 -8.349 -6.001
C -7.437 -7.576 -5.254
C -7.668 -7.321 -3.713
Cl -8.988 -6.158 -3.286
H -7.173 -6.603 -5.669
H -6.581 -8.225 -5.438
H -6.763 -6.964 -3.223
H -7.967 -8.281 -3.293
Cl -1.319 -10.627 -0.214
C 0.367 -10.574 0.380
C 1.174 -9.398 -0.203
Cl 1.371 -9.544 -1.994
H 0.927 -11.387 -0.082
H 0.357 -10.490 1.467
H 2.196 -9.419 0.175
H 0.757 -8.418 0.028
Cl -2.391 -2.456 0.944
C -1.527 -0.896 0.543
C -0.364 -0.593 1.462
Cl 0.807 -1.900 1.693
H -2.282 -0.113 0.481
H -1.254 -1.130 -0.486
H -0.652 -0.313 2.476
H 0.206 0.261 1.096
Cl -6.991 1.788 -4.093
C -6.257 3.323 -4.362
C -7.076 4.036 -5.413
Cl -6.357 5.496 -6.062
H -5.231 3.105 -4.658
H -6.261 3.945 -3.467
H -8.036 4.427 -5.074
H -7.339 3.443 -6.289
Cl -11.648 0.581 3.043
C -10.020 0.236 2.304
C -9.060 1.427 2.756
Cl -9.484 2.900 1.879
H -10.042 0.117 1.221
H -9.690 -0.691 2.773
H -8.004 1.162 2.708
H -9.215 1.640 3.814
*
```

Atomic partial charges in e from the Löwdin method, atoms 1 to 8: C -0.164; O -0.206; C -0.135; C -0.151; O -0.177; C -0.144; H 0.087; H 0.088



(2)
# C26H58HfP4Se

A molecular structure, C26H58HfP4Se in a non-equilibrium geometry (the ωB97M-V functional and the def2-TZVPD basis, the OMol25 dataset).

Calculated values
Highest occupied orbital energy: -19.318 eV
HOMO-LUMO gap: 4.40 eV
Energy relative to the best compared isomer or geometry (same formula, charge and spin): 0.8 kcal per mole

Structure (ORCA input):
```
! wB97M-V def2-TZVPD RIJCOSX def2/J DEFGRID3
* xyz 4 1
Hf 0.981 -0.201 -0.462
P -1.214 -0.387 1.127
P 1.680 -2.657 -0.477
P -0.843 -0.661 -2.296
H -1.470 4.603 0.275
C -2.001 3.681 0.566
C -2.106 3.484 2.015
H -1.471 4.074 2.672
C -1.115 0.272 2.831
C -1.680 -2.129 1.480
C -2.843 0.333 0.687
C 2.933 -3.102 -1.744
C 2.487 -3.319 1.027
C 0.452 -3.982 -0.801
C -1.632 0.906 -2.829
C -2.287 -1.780 -2.143
C -0.195 -1.248 -3.910
H -2.945 3.603 0.002
H -2.955 2.952 2.440
H -1.387 1.338 2.828
H -0.102 0.147 3.229
H -1.815 -0.272 3.480
H -0.796 -2.697 1.801
H -2.110 -2.610 0.593
H -2.421 -2.133 2.292
H -2.874 1.381 1.014
H -3.630 -0.231 1.207
H -3.031 0.297 -0.390
H 3.449 -4.014 -1.410
H 3.660 -2.291 -1.871
H 2.451 -3.289 -2.712
H 3.040 -4.230 0.762
H 1.732 -3.555 1.788
H 3.184 -2.580 1.444
H 0.974 -4.949 -0.800
H -0.027 -3.837 -1.777
H -0.321 -3.990 -0.024
H -2.468 0.665 -3.501
H -0.903 1.534 -3.357
H -2.009 1.468 -1.966
H -2.835 -1.746 -3.096
H -2.959 -1.477 -1.335
H -1.957 -2.811 -1.962
H -1.056 -1.456 -4.561
H 0.396 -2.164 -3.787
H 0.437 -0.482 -4.377
C 1.653 2.007 -3.297
C 1.188 3.136 -2.621
C 0.644 4.197 -3.357
C 0.603 4.130 -4.756
C 1.117 3.012 -5.426
C 1.663 1.951 -4.697
Se 2.300 0.373 -2.315
H -1.304 2.768 0.194
H 1.229 3.168 -1.532
H 0.262 5.079 -2.837
H 0.177 4.958 -5.326
H 1.100 2.964 -6.515
H 2.091 1.081 -5.196
C 1.573 3.786 1.137
C 2.286 2.809 2.070
C 1.479 2.640 3.354
P 2.708 1.234 1.159
C 4.170 1.841 0.126
C 4.908 3.098 0.612
C 5.173 0.721 -0.181
C 3.552 0.183 2.454
C 4.596 0.943 3.281
C 2.567 -0.564 3.362
H 1.508 4.775 1.619
H 0.544 3.456 0.938
H 2.083 3.924 0.176
H 3.259 3.235 2.352
H 0.486 2.226 3.143
H 1.979 2.020 4.107
H 1.329 3.633 3.807
H 3.658 2.100 -0.822
H 5.342 2.965 1.611
H 5.741 3.297 -0.079
H 4.275 3.993 0.617
H 4.710 -0.140 -0.679
H 5.933 1.118 -0.870
H 5.695 0.376 0.722
H 4.075 -0.572 1.843
H 4.166 1.818 3.784
H 4.974 0.268 4.062
H 5.462 1.265 2.691
H 1.763 -1.063 2.802
H 3.120 -1.347 3.904
H 2.111 0.092 4.113
*
```

Atomic partial charges in e from the Löwdin method, atoms 1 to 8: Hf 0.704; P 0.717; P 0.697; P 0.663; H 0.123; C -0.057; C 0.308; H 0.130



(3)
# C26H58NO16P

6 unconnected molecules or ions with the total composition C26H58NO16P in a non-equilibrium geometry (the ωB97M-V functional and the def2-TZVPD basis, the OMol25 dataset).

Calculated values
Highest occupied orbital energy: -9.041 eV
HOMO-LUMO gap: 7.85 eV
SMILES: CCNC1=C(P(=O)(O)O)C(=O)OC1=O.COCCOC.COCCOC.COCCOC.COCCOC.COCCOC

Structure (ORCA input):
```
! wB97M-V def2-TZVPD RIJCOSX def2/J DEFGRID3
* xyz 0 1
C -3.213 9.221 4.700
C -3.439 7.918 3.836
N -2.480 6.922 4.332
C -2.782 5.586 3.947
C -3.870 4.794 4.122
P -5.440 5.237 4.975
O -6.039 4.018 5.519
O -5.269 6.465 6.050
O -6.457 5.789 3.801
C -3.480 3.428 3.471
O -4.074 2.450 3.662
O -2.325 3.573 2.688
C -1.728 4.726 3.210
O -0.597 4.981 3.137
H -2.152 9.521 4.575
H -3.356 8.919 5.761
H -3.900 10.036 4.394
H -4.509 7.650 3.977
H -3.279 8.195 2.770
H -2.298 7.012 5.327
H -4.591 6.145 6.677
H -6.051 6.533 3.320
C 4.530 5.126 5.657
O 4.100 6.222 4.868
C 4.729 6.257 3.592
C 3.802 5.747 2.503
O 3.546 4.357 2.649
C 2.266 4.094 3.209
H 3.878 5.059 6.528
H 4.475 4.184 5.105
H 5.557 5.291 6.000
H 5.665 5.689 3.602
H 4.973 7.304 3.385
H 4.291 5.883 1.533
H 2.867 6.317 2.491
H 1.489 4.306 2.474
H 2.091 4.683 4.112
H 2.220 3.036 3.469
C 0.667 -1.345 -0.661
O -0.426 -0.506 -0.327
C -0.573 -0.342 1.079
C -0.037 1.001 1.539
O 1.378 1.071 1.397
C 1.776 1.828 0.265
H 0.835 -1.275 -1.735
H 1.581 -1.043 -0.144
H 0.428 -2.383 -0.409
H -0.087 -1.160 1.621
H -1.646 -0.386 1.295
H -0.258 1.122 2.604
H -0.524 1.820 1.000
H 1.596 2.892 0.447
H 1.247 1.514 -0.638
H 2.844 1.676 0.113
C -2.994 -3.202 -6.488
O -3.061 -2.265 -5.424
C -2.362 -2.706 -4.266
C -1.019 -2.014 -4.132
O -0.124 -2.417 -5.165
C 0.003 -1.442 -6.186
H -3.382 -2.724 -7.387
H -1.968 -3.524 -6.679
H -3.615 -4.073 -6.257
H -2.241 -3.794 -4.274
H -2.981 -2.443 -3.401
H -0.563 -2.311 -3.183
H -1.139 -0.927 -4.121
H 0.584 -0.589 -5.820
H -0.971 -1.099 -6.541
H 0.538 -1.895 -7.021
C 3.619 -1.953 2.047
O 2.899 -3.054 1.513
C 3.661 -3.794 0.567
C 4.198 -5.078 1.172
O 5.176 -4.813 2.170
C 4.668 -4.957 3.486
H 3.052 -1.553 2.887
H 4.608 -2.253 2.403
H 3.722 -1.169 1.290
H 4.474 -3.186 0.160
H 2.986 -4.049 -0.257
H 4.693 -5.658 0.386
H 3.383 -5.687 1.577
H 4.516 -6.017 3.715
H 3.729 -4.414 3.618
H 5.404 -4.553 4.179
C -2.345 -9.074 -5.190
O -1.889 -9.424 -6.487
C -2.598 -8.748 -7.518
C -1.786 -7.597 -8.084
O -1.626 -6.556 -7.128
C -0.337 -6.555 -6.535
H -1.643 -9.479 -4.463
H -2.398 -7.990 -5.060
H -3.331 -9.514 -5.009
H -3.571 -8.398 -7.158
H -2.777 -9.478 -8.314
H -2.328 -7.170 -8.934
H -0.815 -7.947 -8.446
H 0.408 -6.202 -7.256
H -0.057 -7.548 -6.174
H -0.354 -5.868 -5.689
*
```

Atomic partial charges in e from the Löwdin method, atoms 1 to 8: C -0.078; C -0.258; N 0.009; C -0.139; C -0.029; P 0.513; O -0.247; O -0.128



(4)
# C26H59O5P3Re

A molecular structure, C26H59O5P3Re in a non-equilibrium geometry (the ωB97M-V functional and the def2-TZVPD basis, the OMol25 dataset).

Calculated values
⟨S²⟩: 3.777
Highest occupied orbital energy (spin up / spin down): -21.504 / -21.355 eV
HOMO-LUMO gap (spin up / spin down): 5.48 / 3.67 eV
Energy relative to the best compared isomer or geometry (same formula, charge and spin): 14.2 kcal per mole

Structure (ORCA input):
```
! wB97M-V def2-TZVPD RIJCOSX def2/J DEFGRID3
* xyz 4 4
Re -0.070 0.191 -0.455
C -2.015 0.375 -0.538
O -3.192 0.456 -0.503
C 1.579 0.205 -1.509
O 2.597 0.169 -2.106
P -0.351 -1.970 -1.633
C -0.848 -1.916 -3.442
H -0.848 -2.967 -3.765
C 1.181 -3.041 -1.888
H 1.872 -2.327 -2.367
C -1.764 -3.016 -0.978
H -2.633 -2.347 -1.107
C -1.128 3.542 0.737
P 0.031 2.589 -0.390
H -0.073 4.430 -1.972
H -2.123 3.173 0.432
C 1.628 3.574 -0.232
H 1.268 4.606 -0.083
C 1.771 -3.427 -0.539
H 2.680 -4.027 -0.694
H 1.072 -4.034 0.053
H 2.045 -2.538 0.041
C 1.078 -4.274 -2.792
H 0.464 -5.062 -2.339
H 2.096 -4.677 -2.905
H 0.703 -4.060 -3.801
C -2.027 -4.314 -1.743
H -2.029 -4.208 -2.834
H -3.023 -4.679 -1.449
H -1.304 -5.090 -1.460
C -1.631 -3.302 0.516
H -2.497 -3.893 0.850
H -1.604 -2.379 1.108
H -0.727 -3.883 0.740
C -2.278 -1.407 -3.589
H -3.023 -2.124 -3.215
H -2.478 -1.207 -4.651
H -2.449 -0.485 -3.016
C 0.190 -1.196 -4.311
H 0.404 -0.177 -3.966
H -0.187 -1.138 -5.343
H 1.146 -1.740 -4.340
C -1.060 5.065 0.561
H -1.057 5.406 -0.478
H -0.183 5.483 1.073
H -1.952 5.495 1.041
C -0.953 3.232 2.217
H 0.051 3.506 2.564
C 0.167 2.646 -3.152
H -1.138 2.176 2.446
H -1.671 3.829 2.798
C -2.004 3.484 -2.171
H -0.177 1.607 -3.102
H -0.132 3.070 -4.117
H 1.258 2.560 -3.126
C -0.483 3.409 -2.013
H -2.239 3.734 -3.214
H -2.453 4.255 -1.534
H -2.492 2.527 -1.933
C 2.542 3.564 -1.459
H 2.870 2.546 -1.711
H 3.431 4.165 -1.227
H 2.078 4.030 -2.331
C 2.435 3.149 0.988
H 2.536 2.057 1.063
H 2.002 3.519 1.924
H 3.445 3.579 0.915
H -2.160 1.091 -3.567
H -1.410 0.984 -3.762
C 1.860 -2.754 4.084
C 2.023 -2.321 2.643
O 0.688 -1.792 2.135
P 0.298 -0.253 1.710
O 1.394 0.621 2.513
C 1.358 1.336 3.806
C 2.174 0.607 4.827
O -1.107 -0.038 2.565
C -1.446 -0.582 3.901
C -2.162 -1.895 3.738
H 2.117 -1.944 4.780
H 2.570 -3.569 4.302
H 0.843 -3.135 4.279
H 2.786 -1.535 2.496
H 2.247 -3.177 1.992
H 1.770 2.326 3.595
H 0.320 1.467 4.117
H 3.086 0.207 4.376
H 2.468 1.272 5.648
H 1.591 -0.198 5.282
H -0.523 -0.694 4.492
H -2.079 0.180 4.374
H -1.456 -2.665 3.413
H -2.584 -2.205 4.697
H -2.988 -1.832 3.021
*
```

Atomic partial charges in e from the Löwdin method, atoms 1 to 8: Re 0.892; C -0.219; O 0.225; C -0.231; O 0.215; P 1.054; C -0.491; H 0.096



(5)
# C26H60BN5O9P

4 unconnected molecules or ions with the total composition C26H60BN5O9P in a non-equilibrium geometry (the ωB97M-V functional and the def2-TZVPD basis, the OMol25 dataset).

Calculated values
Highest occupied orbital energy: -10.290 eV
HOMO-LUMO gap: 4.89 eV
Energy relative to the best compared isomer or geometry (same formula, charge and spin): 255.0 kcal per mole

Structure (ORCA input):
```
! wB97M-V def2-TZVPD RIJCOSX def2/J DEFGRID3
* xyz 1 1
C 5.987 -4.553 -2.107
O 6.315 -3.844 -3.353
B 5.080 -3.233 -3.961
O 4.660 -3.798 -5.258
C 4.341 -1.973 -3.170
C 5.314 -1.182 -2.063
C 4.723 0.112 -1.249
C 3.147 0.565 -1.576
P 2.515 2.111 -0.653
O 1.120 1.944 0.071
O 3.682 2.463 0.640
O 2.534 3.554 -1.678
C 2.294 -0.331 -2.673
C 0.758 0.151 -2.985
C -0.338 -0.209 -1.822
N 0.143 -1.203 -0.788
N 2.879 -1.548 -3.421
O 2.199 -2.291 -4.310
C 1.200 -3.162 -3.676
C 1.811 -4.396 -2.783
C 2.274 -3.907 -1.252
C 0.678 -5.594 -2.504
C 0.164 -6.328 -3.884
C 1.303 -6.822 -1.555
H 6.978 -5.133 -1.785
H 5.758 -3.822 -1.199
H 5.103 -5.322 -2.197
H 5.325 -4.528 -5.486
H 6.439 -1.548 -1.908
H 5.420 0.686 -0.498
H 3.696 1.585 1.162
H 3.108 4.239 -1.184
H 0.688 1.319 -3.223
H 0.388 -0.380 -3.986
H -1.264 -0.721 -2.370
H -0.786 0.745 -1.276
H -0.341 -2.130 -0.971
H -0.305 -0.878 0.120
H 0.407 -2.616 -3.011
H 0.583 -3.658 -4.570
H 2.709 -4.969 -3.322
H 3.361 -4.305 -0.973
H 2.319 -2.743 -1.137
H 1.507 -4.283 -0.418
H -0.216 -5.122 -1.915
H -1.025 -6.226 -3.895
H 0.660 -5.877 -4.844
H 0.385 -7.475 -3.805
H 0.509 -7.710 -1.561
H 1.363 -6.468 -0.417
H 2.335 -7.158 -1.992
C -5.710 -7.165 -1.028
C -4.536 -6.905 -1.968
C -3.156 -7.152 -1.315
O -2.732 -6.115 -0.427
C -3.279 -6.203 0.879
N -4.644 -5.537 -2.499
H -5.849 -6.366 -0.295
H -6.644 -7.239 -1.597
H -5.577 -8.107 -0.486
H -4.632 -7.606 -2.806
H -2.406 -7.179 -2.115
H -3.114 -8.130 -0.820
H -3.410 -7.239 1.206
H -4.226 -5.663 0.927
H -2.588 -5.709 1.569
H -3.910 -5.399 -3.195
H -4.382 -4.898 -1.744
C 2.178 7.440 1.216
C 1.818 5.972 1.005
C 0.386 5.616 1.469
O 0.241 5.493 2.886
C 0.070 6.726 3.566
N 2.825 5.132 1.671
H 2.396 7.675 2.261
H 3.074 7.698 0.640
H 1.368 8.095 0.880
H 1.870 5.779 -0.074
H 0.137 4.628 1.062
H -0.355 6.313 1.061
H -0.502 7.450 2.977
H 1.041 7.140 3.842
H -0.475 6.529 4.493
H 2.631 4.155 1.451
H 2.650 5.191 2.678
C -5.617 8.252 5.000
C -4.454 8.952 5.698
C -3.073 8.345 5.356
O -2.791 7.114 6.026
C -3.359 5.969 5.412
N -4.698 8.954 7.148
H -5.863 7.288 5.456
H -6.521 8.869 5.056
H -5.395 8.082 3.941
H -4.449 9.993 5.350
H -2.303 9.048 5.696
H -2.937 8.238 4.273
H -3.384 6.051 4.321
H -4.361 5.791 5.805
H -2.746 5.103 5.678
H -3.966 9.502 7.601
H -4.529 8.002 7.485
*
```

Atomic partial charges in e from the Löwdin method, atoms 1 to 8: C -0.110; O -0.096; B -0.390; O 0.084; C 0.122; C 0.070; C 0.049; C -0.091